# 1
Entry from the OMol25 dataset: C18H40N5O19PbS3 as an isolated structure in a non-equilibrium geometry (ωB97M-V/def2-TZVPD).

Geometry as XYZ:
```
86
Properties=species:S:1:pos:R:3:forces:R:3:lowdin_charge:R:1
Pb -1.551 -3.777 1.492 0.839 1.274 -1.131 1.8227
N -0.081 -0.431 0.412 2.078 2.709 -0.617 -0.6341
O -0.259 0.589 1.052 -0.725 0.807 1.038 0.0315
O -0.603 -1.476 0.718 -3.350 -5.185 2.116 -0.2036
O 0.693 -0.463 -0.512 1.565 0.215 -2.148 0.0264
C -1.831 2.282 -1.048 1.233 -0.766 -0.040 -0.1849
C -3.014 1.804 -0.169 1.331 0.112 -0.505 -0.1816
O -4.140 2.406 -0.746 -1.077 0.507 -1.673 -0.1798
S -3.969 2.496 -2.385 1.188 -1.659 -0.932 0.7125
O -4.529 3.676 -2.961 0.277 -0.810 1.085 -0.2064
O -4.254 1.196 -2.997 0.431 2.205 1.483 -0.2484
O -2.307 2.656 -2.325 -2.681 0.575 -0.186 -0.2067
H -1.174 1.456 -1.321 0.258 -0.110 0.754 0.0935
H -1.223 3.087 -0.633 -0.304 0.107 0.067 0.1251
H -2.947 2.137 0.867 -0.012 -0.015 -0.156 0.1267
H -3.016 0.716 -0.242 -0.564 -0.108 0.168 0.1205
C -2.965 0.780 3.605 1.274 -1.564 -0.380 -0.2166
C -4.120 -0.191 3.225 0.355 -0.472 1.686 -0.2088
O -5.189 0.659 3.056 -3.290 2.139 -0.312 -0.2077
S -5.150 2.009 4.068 1.275 -1.188 2.160 0.8144
O -5.290 1.579 5.481 0.129 0.735 -3.562 -0.2517
O -5.863 3.202 3.631 1.885 -3.100 0.010 -0.1966
O -3.506 2.038 3.747 -1.711 2.432 0.605 -0.2036
H -2.145 0.881 2.894 -0.238 -0.177 -0.441 0.1069
H -2.478 0.434 4.517 -0.255 0.091 0.394 0.1103
H -4.362 -0.860 4.052 0.236 0.152 0.634 0.1183
H -4.074 -0.938 2.432 0.435 0.926 -0.866 0.1219
C 4.066 -1.162 2.226 0.319 0.620 0.937 -0.1813
C 3.392 0.196 1.878 1.404 -1.406 -0.002 -0.1693
O 4.118 0.621 0.739 0.391 0.279 -1.512 -0.2210
S 5.143 -0.489 0.076 -0.476 -0.082 -0.234 0.7370
O 6.311 0.180 -0.453 -1.925 -1.147 1.614 -0.1971
O 4.423 -1.405 -0.814 0.876 1.456 1.938 -0.2590
O 5.351 -1.186 1.581 -0.456 0.107 -1.923 -0.1849
H 3.382 -1.975 1.983 0.557 -0.358 -0.262 0.1198
H 4.331 -1.146 3.283 -0.222 -0.446 -0.013 0.1287
H 3.605 0.882 2.698 -0.437 0.350 -0.336 0.1316
H 2.342 0.005 1.661 -0.033 0.608 -0.085 0.1008
C -0.920 -2.004 5.889 -1.112 -0.188 -0.190 0.0217
C -0.671 -1.824 4.414 2.793 1.992 1.223 -0.4943
O -1.323 -2.341 3.505 -0.774 -1.458 -1.109 -0.2285
N 0.345 -0.945 4.106 -1.410 -1.840 0.229 0.0552
C 1.194 -0.165 5.014 -0.168 -0.054 -0.264 -0.0247
H -1.827 -2.578 6.080 -0.146 0.152 -0.342 0.0954
H -1.087 -0.992 6.257 0.176 -0.100 0.494 0.0968
H -0.168 -2.542 6.466 0.485 0.412 -0.339 0.1033
H 0.491 -0.925 3.107 0.125 0.602 -0.065 0.1079
H 1.426 -0.690 5.941 -0.110 -0.150 -0.191 0.0939
H 0.711 0.780 5.263 0.043 0.031 -0.027 0.1006
H 2.130 0.041 4.496 -0.101 0.034 0.094 0.0740
C 1.854 3.390 -0.379 -0.790 -1.563 0.588 0.0065
C 2.649 2.903 -1.587 1.207 1.991 -0.366 -0.5236
O 3.121 3.745 -2.337 -0.210 -0.103 -0.408 0.0412
N 2.881 1.586 -1.803 -1.470 -0.996 1.961 -0.0072
C 3.530 1.019 -2.934 0.575 0.972 -0.716 -0.0751
H 1.230 2.538 -0.111 -0.406 0.025 0.403 0.0388
H 1.201 4.252 -0.515 0.220 -0.095 -0.854 0.0838
H 2.386 3.654 0.536 0.773 -0.242 -0.325 0.0811
H 2.621 0.925 -1.085 -0.280 0.345 -0.024 0.0822
H 3.381 1.769 -3.711 0.325 -0.307 -0.414 0.0951
H 3.113 0.058 -3.238 -0.152 0.120 0.172 0.0695
H 4.597 0.909 -2.742 0.134 -0.090 -0.247 0.0842
C 0.032 0.303 -3.774 0.764 0.394 -0.790 -0.0034
C -0.729 0.694 -5.038 -1.231 -3.434 0.405 -0.5450
O -1.179 -0.256 -5.701 0.470 1.016 0.125 0.0088
N -1.120 1.936 -5.191 2.069 1.697 0.254 -0.0002
C -2.230 2.367 -5.958 -1.131 -0.419 -0.162 -0.0457
H 0.734 -0.474 -4.076 0.066 0.009 0.079 0.0671
H -0.674 -0.159 -3.084 -0.090 0.270 0.018 0.0766
H 0.592 1.123 -3.325 -0.103 -0.013 0.279 0.0638
H -0.612 2.646 -4.683 -0.224 -0.145 0.135 0.1445
H -2.079 3.327 -6.450 0.023 -0.071 0.238 0.0970
H -3.011 2.377 -5.198 -0.769 0.582 -0.618 0.0702
H -2.497 1.611 -6.696 0.146 0.070 0.040 0.0955
C 0.758 -5.721 -2.418 0.132 0.826 0.701 0.0342
C 0.219 -4.534 -1.551 1.778 -0.105 -2.214 -0.4840
O -0.715 -4.760 -0.763 -1.240 0.437 2.122 -0.2021
N 0.748 -3.326 -1.740 0.215 -0.581 0.149 0.0616
C 1.966 -3.003 -2.505 -0.643 0.181 -0.066 -0.0320
H 0.608 -6.644 -1.857 -0.171 0.082 -0.241 0.0864
H 1.813 -5.637 -2.680 0.108 0.226 0.457 0.0750
H 0.301 -5.757 -3.406 -0.596 0.046 0.244 0.0997
H 0.378 -2.513 -1.268 -0.339 -0.034 0.396 0.0914
H 2.094 -1.926 -2.394 0.152 -0.135 0.028 0.0593
H 1.785 -3.198 -3.561 0.350 -0.196 0.044 0.1036
H 2.835 -3.508 -2.083 -0.042 -0.007 -0.278 0.0946
```
Forces are in eV/Å.

Calculated values
LUMO energy = -6.70 eV
F_max = 6.53 eV/A
total charge = +1
ΔE to the lowest compared entry with this formula, charge and spin = 223.10 kJ/mol
gap between HOMO and LUMO = 4.1 eV



# 2
Entry from the OMol25 dataset: an isolated ion of composition C5H12NO and charge -1 in a non-equilibrium geometry (ωB97M-V/def2-TZVPD).

Geometry as XYZ:
```
19
Properties=species:S:1:pos:R:3:forces:R:3:lowdin_charge:R:1
C 1.701 -0.899 -1.384 -1.775 -0.235 -1.156 -0.1318
C 0.495 -0.938 -0.403 -0.043 0.472 0.329 -0.2296
C 0.057 0.386 0.347 0.053 -0.119 -1.879 -0.4658
C 1.104 0.822 1.368 -0.084 -0.454 -0.286 -0.0848
N -1.294 0.303 0.836 0.187 -0.982 1.090 -0.0735
C -2.472 0.321 -0.166 -0.010 0.321 1.413 -0.5798
O -2.367 -0.518 -1.154 -0.021 0.094 -0.305 -0.2937
H 1.740 0.080 -1.918 0.104 -0.600 0.333 0.0643
H 1.441 -1.696 -2.176 0.799 1.129 1.021 0.0806
H 2.651 -1.127 -0.936 0.515 -0.012 0.183 0.0312
H 0.665 -1.742 0.333 -0.229 0.178 -0.083 0.0974
H -0.391 -1.152 -0.991 -0.199 -0.320 0.105 0.0605
H -0.005 1.127 -0.490 0.590 0.048 0.214 0.1272
H 0.603 1.455 2.097 0.400 0.511 0.088 0.0527
H 1.510 -0.044 1.914 -0.166 0.146 -0.122 0.0659
H 1.948 1.301 0.832 -0.431 0.031 0.549 0.0715
H -1.463 0.768 1.737 0.052 -0.129 -0.800 0.0743
H -3.318 0.136 0.579 0.068 -0.004 -0.329 0.0680
H -2.607 1.418 -0.426 0.190 -0.076 -0.366 0.0654
```
Forces are in eV/Å.

Calculated values
LUMO energy = 4.01 eV
F_max = 2.13 eV/A
total charge = -1
ΔE to the lowest compared entry with this formula, charge and spin = 74.21 kJ/mol
gap between HOMO and LUMO = 6.5 eV



# 3
Entry from the OMol25 dataset: C44H36IrN4OP2Te as an isolated structure in a non-equilibrium geometry (ωB97M-V/def2-TZVPD).

Geometry as XYZ:
```
89
Properties=species:S:1:pos:R:3:forces:R:3:lowdin_charge:R:1
Ir 0.340 0.541 -1.667 1.535 -0.830 1.205 1.1049
C -0.432 4.672 -2.389 -0.078 0.002 -0.111 0.0023
C -0.504 3.208 -2.166 4.467 -0.222 0.536 -0.2397
N 0.616 2.461 -1.929 -4.120 1.116 -0.607 -0.1540
N 1.826 2.918 -1.888 1.571 1.684 -0.107 0.0769
C 2.747 1.968 -1.703 -1.826 -0.018 -0.069 -0.3857
O 2.355 0.745 -1.544 1.313 -0.726 0.032 -0.2167
C 4.135 2.363 -1.687 0.604 -0.101 0.125 -0.1546
C 4.468 3.723 -1.716 -0.241 -0.233 0.067 -0.0104
C 5.790 4.105 -1.667 0.179 -0.038 0.003 -0.0534
C 6.790 3.142 -1.605 -0.186 -0.002 0.021 -0.0446
C 6.460 1.793 -1.569 0.215 0.021 0.023 -0.0591
C 5.142 1.394 -1.610 -0.370 0.195 0.066 -0.0081
C -1.681 2.456 -2.225 -2.570 -1.962 -0.083 -0.1928
C -2.949 3.030 -2.511 1.638 -0.111 0.294 0.0237
C -4.063 2.245 -2.556 -0.313 -1.434 0.050 -0.0160
C -3.929 0.861 -2.334 -0.224 1.036 -0.211 -0.0201
C -2.686 0.343 -2.062 0.106 -0.244 -0.063 -0.1324
N -1.571 1.077 -2.005 -1.173 1.422 -0.417 -0.0880
H 0.585 5.035 -2.275 0.033 -0.079 0.024 0.0807
H -1.081 5.197 -1.690 -0.067 0.090 0.062 0.0919
H -0.771 4.902 -3.400 -0.012 0.115 -0.040 0.1044
H 3.674 4.453 -1.752 0.040 0.043 -0.043 0.1094
H 6.048 5.151 -1.661 0.038 0.132 -0.058 0.1129
H 7.823 3.448 -1.576 0.130 -0.001 0.023 0.1143
H 7.241 1.055 -1.491 0.134 -0.119 -0.055 0.1100
H 4.870 0.349 -1.571 0.003 -0.068 -0.037 0.1111
H -3.016 4.088 -2.704 0.065 0.130 0.042 0.1240
H -5.030 2.668 -2.774 -0.097 0.058 -0.028 0.1264
H -4.780 0.206 -2.388 -0.139 -0.122 0.034 0.1179
H -2.573 -0.718 -1.885 0.100 0.031 0.033 0.0941
Te 0.060 -2.818 2.182 -1.088 0.878 -0.543 1.6098
C -1.981 -2.409 2.751 0.435 -0.073 0.162 -0.4591
C -2.344 -2.007 4.024 0.201 -0.059 0.141 -0.0965
C -3.687 -1.716 4.251 0.688 -0.044 0.132 -0.1094
N -4.594 -1.819 3.310 -1.277 0.294 0.184 0.0914
C -4.266 -2.231 2.106 0.548 -0.207 -0.222 -0.1288
C -2.955 -2.542 1.770 0.194 -0.113 -0.283 -0.1278
C -0.146 -1.378 0.663 1.171 0.188 0.561 -0.8264
P 0.122 0.368 1.022 -2.162 -1.619 -0.461 1.0093
C 0.469 0.372 2.822 0.550 0.426 -0.377 -0.3905
C -0.482 0.793 3.747 0.010 0.033 -0.080 -0.0743
C -0.206 0.687 5.100 -0.056 -0.004 0.045 -0.0531
C 1.012 0.192 5.535 -0.043 0.002 0.031 -0.0398
C 1.969 -0.209 4.616 0.110 -0.079 -0.111 -0.0553
C 1.703 -0.112 3.262 0.038 0.106 0.025 -0.1486
C -1.393 1.383 1.007 0.482 0.236 -0.140 -0.4140
C -2.693 0.901 1.006 0.226 -0.172 0.076 -0.0936
C -3.744 1.800 1.077 -0.079 0.027 0.012 -0.0538
C -3.501 3.163 1.139 -0.024 -0.030 0.073 -0.0505
C -2.200 3.642 1.159 -0.033 0.122 0.026 -0.0560
C -1.147 2.753 1.079 0.049 -0.134 0.031 -0.1170
P 0.384 -1.727 -1.035 -0.739 -0.224 -0.007 0.7944
C 1.969 -2.614 -0.883 -0.081 0.199 0.000 -0.3662
C 2.240 -3.779 -1.598 -0.130 0.110 0.031 -0.0655
C 3.470 -4.401 -1.454 0.089 -0.094 -0.028 -0.0484
C 4.430 -3.874 -0.607 -0.064 0.068 -0.008 -0.0472
C 4.167 -2.706 0.094 0.092 0.007 0.094 -0.0594
C 2.947 -2.073 -0.048 -0.145 0.045 -0.037 -0.1306
C -0.782 -3.004 -1.630 0.227 0.466 -0.086 -0.3859
C -1.468 -2.794 -2.824 0.196 0.027 0.176 -0.1116
C -2.410 -3.714 -3.251 -0.094 -0.039 -0.106 -0.0526
C -2.645 -4.863 -2.516 -0.015 0.015 -0.003 -0.0446
C -1.934 -5.095 -1.348 0.052 -0.078 0.128 -0.0524
C -1.013 -4.165 -0.902 0.038 -0.002 0.003 -0.1437
H -1.618 -1.908 4.816 0.030 0.017 0.101 0.1003
H -4.026 -1.383 5.222 0.008 0.019 0.125 0.1221
H -5.063 -2.306 1.379 -0.048 -0.054 -0.095 0.1212
H -2.706 -2.869 0.770 -0.022 -0.017 -0.103 0.0842
H -1.436 1.181 3.424 -0.028 0.045 0.007 0.1099
H -0.953 0.998 5.815 -0.048 0.048 0.092 0.1214
H 1.224 0.132 6.591 0.015 -0.018 0.137 0.1206
H 2.925 -0.582 4.946 0.106 -0.016 0.071 0.1192
H 2.461 -0.387 2.541 0.089 -0.066 -0.026 0.0933
H -2.874 -0.165 0.968 -0.025 0.024 -0.007 0.0848
H -4.758 1.435 1.107 -0.142 -0.069 -0.052 0.1183
H -4.329 3.851 1.193 -0.126 0.105 0.045 0.1170
H -2.012 4.700 1.259 0.022 0.094 -0.059 0.1183
H -0.126 3.108 1.097 0.115 0.165 0.000 0.1155
H 1.502 -4.201 -2.264 -0.058 -0.036 -0.032 0.1112
H 3.682 -5.304 -2.003 -0.016 -0.082 -0.080 0.1178
H 5.386 -4.363 -0.498 0.061 -0.059 0.010 0.1178
H 4.918 -2.294 0.751 0.080 0.082 0.050 0.1142
H 2.745 -1.141 0.465 0.102 0.027 0.022 0.0714
H -1.249 -1.918 -3.421 -0.044 0.080 -0.030 0.0981
H -2.961 -3.532 -4.160 -0.025 -0.017 -0.153 0.1165
H -3.374 -5.584 -2.852 -0.062 -0.054 -0.053 0.1186
H -2.089 -6.002 -0.786 -0.071 -0.110 0.058 0.1182
H -0.462 -4.350 0.016 -0.036 -0.153 -0.180 0.0389
```
Forces are in eV/Å.

Calculated values
LUMO energy (alpha / beta) = -7.88 / -8.31 eV
⟨S²⟩ = 1.183
spin multiplicity = 2
F_max = 4.50 eV/A
total charge = +2
ΔE to the lowest compared entry with this formula, charge and spin = 42.01 kJ/mol
gap between HOMO and LUMO (alpha / beta) = 4.8 / 4.4 eV



total charge of number 1 (C18H40N5O19PbS3)?
+1



What is the F_max in the first record?
6.53 eV/A